Molecular formula: C45H116N4O15
Method: DFT, the ωB97M-V functional and the def2-TZVPD basis

Each atom is followed by the atoms it is bonded to, with distances in Å.
Element x y z (Å)
1 C 0.66 -4.22 8.35  O2 1.461, H10 1.090, H11 1.090, H12 1.090
2 O 1.31 -3.26 7.46  C1 1.461, C3 1.414
3 C 2.56 -3.66 6.92  O2 1.414, C4 1.578, H13 1.090, H14 1.090
4 C 2.52 -4.75 5.78  C3 1.578, N5 1.439, H15 1.090, H16 1.090
5 N 1.82 -4.26 4.62  C4 1.439, C6 1.444, H17 1.010
6 C 1.75 -5.20 3.53  N5 1.444, C7 1.554, H18 1.090, H19 1.090
7 C 0.98 -4.50 2.37  C6 1.554, O8 1.378, H20 1.090, H21 1.090
8 O -0.39 -4.38 2.54  C7 1.378, C9 1.410
9 C -1.01 -3.71 1.46  O8 1.410, H22 1.090, H23 1.090, H24 1.090
10 H -0.11 -3.71 8.92  C1 1.090
11 H 1.42 -4.45 9.10  C1 1.090
12 H 0.28 -5.11 7.84  C1 1.090
13 H 3.19 -4.00 7.75  C3 1.090
14 H 3.04 -2.78 6.49  C3 1.090
15 H 2.05 -5.68 6.10  C4 1.090
16 H 3.57 -5.00 5.64  C4 1.090
17 H 0.90 -4.01 4.93  N5 1.010
18 H 1.14 -6.06 3.78  C6 1.090
19 H 2.75 -5.54 3.24  C6 1.090
20 H 1.24 -5.08 1.49  C7 1.090
21 H 1.40 -3.51 2.23  C7 1.090
22 H -0.76 -4.18 0.51  C9 1.090
23 H -0.83 -2.63 1.47  C9 1.090
24 H -2.07 -3.85 1.64  C9 1.090
25 C -7.97 -2.72 4.68  O26 1.393, H34 1.090, H35 1.090, H36 1.090
26 O -6.94 -2.41 3.79  C25 1.393, C27 1.426
27 C -6.79 -3.33 2.71  O26 1.426, C28 1.553, H37 1.090, H38 1.090
28 C -5.65 -2.90 1.75  C27 1.553, N29 1.416, H39 1.090, H40 1.090
29 N -6.05 -1.68 1.15  C28 1.416, C30 1.500, H41 1.010
30 C -4.97 -1.05 0.32  N29 1.500, C31 1.580, H42 1.090, H43 1.090
31 C -4.65 -1.81 -1.02  C30 1.580, O32 1.399, H44 1.090, H45 1.090
32 O -3.92 -2.97 -0.77  C31 1.399, C33 1.387
33 C -3.45 -3.49 -1.97  O32 1.387, H46 1.090, H47 1.090, H48 1.090
34 H -7.90 -3.71 5.13  C25 1.090
35 H -8.94 -2.73 4.19  C25 1.090
36 H -8.13 -1.93 5.42  C25 1.090
37 H -7.75 -3.37 2.18  C27 1.090
38 H -6.55 -4.33 3.07  C27 1.090
39 H -5.51 -3.66 0.98  C28 1.090
40 H -4.68 -2.79 2.23  C28 1.090
41 H -6.38 -1.20 1.97  N29 1.010
42 H -4.07 -0.93 0.93  C30 1.090
43 H -5.30 -0.05 0.04  C30 1.090
44 H -4.15 -1.09 -1.67  C31 1.090
45 H -5.60 -2.05 -1.50  C31 1.090
46 H -2.71 -2.94 -2.56  C33 1.090
47 H -4.23 -3.67 -2.71  C33 1.090
48 H -3.04 -4.45 -1.67  C33 1.090
49 C -3.79 2.86 -11.33  O50 1.445, H58 1.090, H59 1.090, H60 1.090
50 O -3.16 3.20 -10.07  C49 1.445, C51 1.444
51 C -2.67 2.00 -9.43  O50 1.444, C52 1.533, H61 1.090, H62 1.090
52 C -1.54 2.38 -8.46  C51 1.533, N53 1.460, H63 1.090, H64 1.090
53 N -0.84 1.25 -7.86  C52 1.460, C54 1.453, H65 1.010
54 C -1.67 0.57 -6.88  N53 1.453, C55 1.510, H66 1.090, H67 1.090
55 C -1.11 -0.71 -6.30  C54 1.510, O56 1.404, H68 1.090, H69 1.090
56 O 0.14 -0.40 -5.76  C55 1.404, C57 1.410
57 C 0.17 0.19 -4.48  O56 1.410, H70 1.090, H71 1.090, H72 1.090
58 H -4.51 3.64 -11.59  C49 1.090
59 H -4.36 1.92 -11.32  C49 1.090
60 H -2.99 2.82 -12.07  C49 1.090
61 H -2.25 1.24 -10.09  C51 1.090
62 H -3.49 1.57 -8.85  C51 1.090
63 H -1.82 3.03 -7.63  C52 1.090
64 H -0.84 2.96 -9.06  C52 1.090
65 H 0.12 1.36 -7.59  N53 1.010
66 H -2.60 0.34 -7.39  C54 1.090
67 H -1.91 1.28 -6.09  C54 1.090
68 H -0.96 -1.39 -7.14  C55 1.090
69 H -1.82 -1.26 -5.68  C55 1.090
70 H -0.52 1.02 -4.34  C57 1.090
71 H 1.20 0.49 -4.28  C57 1.090
72 H 0.01 -0.59 -3.73  C57 1.090
73 C 6.54 -3.76 0.78  O74 1.419, H82 1.090, H83 1.090, H84 1.090
74 O 5.99 -2.78 1.65  C73 1.419, C75 1.436
75 C 5.58 -3.28 2.93  O74 1.436, C76 1.551, H85 1.090, H86 1.090
76 C 4.71 -2.23 3.66  C75 1.551, N77 1.517, H87 1.090, H88 1.090
77 N 3.32 -2.03 3.08  C76 1.517, C78 1.500, H89 1.010
78 C 2.63 -0.92 3.81  N77 1.500, C79 1.585, H90 1.090, H91 1.090
79 C 3.22 0.52 3.50  C78 1.585, O80 1.445, H92 1.090, H93 1.090
80 O 2.33 1.61 3.84  C79 1.445, C81 1.441
81 C 2.89 2.91 3.60  O80 1.441, H94 1.090, H95 1.090, H96 1.090
82 H 6.39 -3.37 -0.22  C73 1.090
83 H 5.99 -4.70 0.85  C73 1.090
84 H 7.59 -3.90 1.05  C73 1.090
85 H 6.45 -3.47 3.56  C75 1.090
86 H 5.01 -4.20 2.78  C75 1.090
87 H 5.14 -1.23 3.64  C76 1.090
88 H 4.59 -2.67 4.65  C76 1.090
89 H 2.85 -2.90 3.30  N77 1.010
90 H 2.74 -1.20 4.85  C78 1.090
91 H 1.56 -0.91 3.62  C78 1.090
92 H 3.52 0.53 2.45  C79 1.090
93 H 4.12 0.65 4.11  C79 1.090
94 H 3.50 2.97 2.69  C81 1.090
95 H 3.46 3.26 4.46  C81 1.090
96 H 2.07 3.60 3.37  C81 1.090
97 C -1.25 0.52 4.65  C98 1.533, H101 1.090, H102 1.090, H103 1.090
98 C -0.58 1.58 5.52  C97 1.533, C99 1.520, O100 1.412, H104 1.090
99 C 0.35 0.97 6.56  C98 1.520, H105 1.090, H106 1.090, H107 1.090
100 O 0.08 2.53 4.72  C98 1.412, H108 0.960
101 H -0.45 0.12 4.02  C97 1.090
102 H -2.07 0.94 4.07  C97 1.090
103 H -1.55 -0.29 5.32  C97 1.090
104 H -1.41 2.06 6.04  C98 1.090
105 H 1.12 0.45 5.99  C99 1.090
106 H -0.13 0.26 7.22  C99 1.090
107 H 0.80 1.74 7.19  C99 1.090
108 H 0.97 2.19 4.59  O100 0.960
109 C 2.18 -3.06 -1.39  C110 1.515, H113 1.090, H114 1.090, H115 1.090
110 C 3.24 -2.45 -0.49  C109 1.515, C111 1.524, O112 1.376, H116 1.090
111 C 4.35 -1.71 -1.23  C110 1.524, H117 1.090, H118 1.090, H119 1.090
112 O 2.63 -1.56 0.36  C110 1.376, H120 0.960
113 H 1.83 -2.26 -2.04  C109 1.090
114 H 1.44 -3.61 -0.81  C109 1.090
115 H 2.63 -3.76 -2.09  C109 1.090
116 H 3.70 -3.32 -0.02  C110 1.090
117 H 5.12 -1.28 -0.59  C111 1.090
118 H 3.89 -0.92 -1.83  C111 1.090
119 H 4.85 -2.33 -1.97  C111 1.090
120 H 2.92 -1.73 1.26  O112 0.960
121 C 4.07 3.63 -2.86  C122 1.552, H125 1.090, H126 1.090, H127 1.090
122 C 3.51 2.50 -1.96  C121 1.552, C123 1.523, O124 1.399, H128 1.090
123 C 4.45 2.04 -0.85  C122 1.523, H129 1.090, H130 1.090, H131 1.090
124 O 2.32 3.04 -1.46  C122 1.399, H132 0.960
125 H 5.05 3.32 -3.21  C121 1.090
126 H 4.16 4.59 -2.35  C121 1.090
127 H 3.37 3.73 -3.69  C121 1.090
128 H 3.33 1.64 -2.60  C122 1.090
129 H 5.37 1.59 -1.20  C123 1.090
130 H 3.99 1.22 -0.31  C123 1.090
131 H 4.70 2.95 -0.29  C123 1.090
132 H 1.85 2.26 -1.16  O124 0.960
133 C 0.91 4.74 0.93  C134 1.536, H137 1.090, H138 1.090, H139 1.090
134 C 2.04 5.77 0.76  C133 1.536, C135 1.499, O136 1.453, H140 1.090
135 C 2.61 6.31 2.03  C134 1.499, H141 1.090, H142 1.090, H143 1.090
136 O 3.15 5.13 0.08  C134 1.453, H144 0.960
137 H 1.27 3.78 1.29  C133 1.090
138 H 0.33 4.58 0.02  C133 1.090
139 H 0.30 5.13 1.74  C133 1.090
140 H 1.76 6.60 0.10  C134 1.090
141 H 2.80 5.60 2.84  C135 1.090
142 H 1.87 7.01 2.41  C135 1.090
143 H 3.54 6.84 1.85  C135 1.090
144 H 2.80 4.40 -0.44  O136 0.960
145 C -3.75 1.46 -3.05  C146 1.536, H149 1.090, H150 1.090, H151 1.090
146 C -4.14 2.39 -1.89  C145 1.536, C147 1.524, O148 1.403, H152 1.090
147 C -5.64 2.57 -1.66  C146 1.524, H153 1.090, H154 1.090, H155 1.090
148 O -3.63 1.80 -0.72  C146 1.403, H156 0.960
149 H -4.36 0.56 -3.03  C145 1.090
150 H -2.71 1.13 -3.02  C145 1.090
151 H -3.93 1.87 -4.04  C145 1.090
152 H -3.60 3.33 -1.99  C146 1.090
153 H -5.96 3.15 -0.80  C147 1.090
154 H -6.02 1.55 -1.60  C147 1.090
155 H -6.02 2.95 -2.60  C147 1.090
156 H -3.74 2.47 -0.04  O148 0.960
157 C -1.20 -0.63 -0.69  C158 1.534, H161 1.090, H162 1.090, H163 1.090
158 C -0.19 0.51 -0.54  C157 1.534, C159 1.542, O160 1.406, H164 1.090
159 C 0.10 0.73 0.96  C158 1.542, H165 1.090, H166 1.090, H167 1.090
160 O 1.05 0.22 -1.14  C158 1.406, H168 0.960
161 H -1.71 -0.57 -1.65  C157 1.090
162 H -1.93 -0.55 0.11  C157 1.090
163 H -0.68 -1.59 -0.59  C157 1.090
164 H -0.53 1.43 -1.01  C158 1.090
165 H 0.48 -0.19 1.40  C159 1.090
166 H -0.79 1.08 1.48  C159 1.090
167 H 0.89 1.48 1.04  C159 1.090
168 H 1.45 -0.43 -0.55  O160 0.960
169 C -0.73 3.63 -2.95  C170 1.512, H173 1.090, H174 1.090, H175 1.090
170 C 0.08 4.70 -3.64  C169 1.512, C171 1.532, O172 1.410, H176 1.090
171 C 0.60 4.25 -5.01  C170 1.532, H177 1.090, H178 1.090, H179 1.090
172 O -0.85 5.76 -3.74  C170 1.410, H180 0.960
173 H -0.05 2.80 -2.77  C169 1.090
174 H -1.55 3.29 -3.58  C169 1.090
175 H -1.13 3.93 -1.98  C169 1.090
176 H 0.82 5.03 -2.91  C170 1.090
177 H 1.06 3.27 -4.91  C171 1.090
178 H 1.46 4.81 -5.37  C171 1.090
179 H -0.05 4.31 -5.88  C171 1.090
180 H -0.38 6.59 -3.75  O172 0.960

Values from the calculation:
HOMO energy (eV): -8.3
Frontier orbital gap (eV): 8.85
Net charge: 0
SMILES string: COCCNCCOC.COCCNCCOC.COCCNCCOC.COCCNCCOC.CC(C)O.CC(C)O.CC(C)O.CC(C)O.CC(C)O.CC(C)O.CC(C)O
E (eV): -85212.0675